(w)
# C5H8O2S

A single C5H8O2S molecule (ωB97M-V/def2-TZVPD, the OMol25 dataset).

Geometry as XYZ:
```
16
Properties=species:S:1:pos:R:3:mulliken_charge:R:1
C -0.495 -0.606 -2.541 -0.73
C 0.317 -0.361 -1.522 -0.23
C 0.094 0.771 -0.655 0.32
O -0.285 1.831 -1.081 -0.55
C 0.201 0.466 0.836 0.68
C -0.430 -0.784 1.308 -1.26
O -0.325 1.509 1.650 -0.53
S 2.046 0.405 1.268 -0.21
H -0.459 -1.506 -3.081 0.31
H -1.350 0.066 -2.832 0.22
H 0.968 -1.264 -1.256 0.39
H -1.467 -0.488 1.365 0.38
H -0.050 -1.191 2.211 0.38
H -0.431 -1.556 0.525 0.37
H -0.025 2.319 1.295 0.35
H 1.691 0.389 2.510 0.13
```

The calculation puts the HOMO-LUMO gap at 9.5 eV. As for the structure (SMILES): C=CC(=O)[C@](C)(O)S.

***

(x)
# C5H8O2S

A molecular structure, C5H8O2S (ωB97M-V/def2-TZVPD, the OMol25 dataset).

Geometry as XYZ:
```
16
Properties=species:S:1:pos:R:3:mulliken_charge:R:1
C -1.271 -0.151 0.262 -0.45
C -0.423 -0.855 -0.837 -0.04
C 1.065 -1.049 -0.338 -0.49
C 0.809 1.146 0.232 -0.53
C -0.643 1.154 -0.206 -0.07
H -0.002 -0.563 1.566 0.43
H -2.417 -0.038 0.302 0.37
H -0.930 -1.882 -1.178 0.43
H 1.623 -0.878 -1.289 0.32
H 1.418 -1.851 0.392 0.30
H 1.568 1.676 -0.519 0.27
H 0.823 1.698 1.178 0.32
H -1.203 2.026 0.294 0.41
O -0.888 -0.813 1.537 -0.61
O 1.314 -0.050 0.588 -0.46
S -0.845 0.430 -1.985 -0.20
```

The calculation puts the HOMO-LUMO gap at 9.7 eV.

***

(y)
# C5H8O2S

2 unconnected molecules or ions with the total composition C5H8O2S (ωB97M-V/def2-TZVPD, the OMol25 dataset).

Geometry as XYZ:
```
16
Properties=species:S:1:pos:R:3:mulliken_charge:R:1
C -2.682 0.938 0.418 -0.30
C -1.612 0.549 0.058 -0.48
C 0.146 -2.003 0.253 -1.17
C 0.842 2.091 0.173 -1.01
C 0.231 -0.716 -0.452 0.01
O 1.853 0.021 1.487 -0.65
O 2.556 0.360 -0.852 -0.63
S 1.516 0.405 0.144 1.24
H -3.562 1.422 0.735 0.43
H 0.276 -1.846 1.321 0.36
H 0.970 -2.633 -0.097 0.38
H -0.787 -2.525 0.052 0.36
H 0.043 2.159 -0.556 0.35
H 0.469 2.288 1.172 0.36
H 1.650 2.769 -0.078 0.37
H 0.120 -0.683 -1.526 0.38
```

The calculation puts the HOMO-LUMO gap at 9.4 eV.

***

(z)
# C5H8O2S

A single C5H8O2S molecule (ωB97M-V/def2-TZVPD, the OMol25 dataset).

Geometry as XYZ:
```
16
Properties=species:S:1:pos:R:3:mulliken_charge:R:1
C 0.577 -0.853 1.254 -0.96
C 0.503 -0.041 -0.015 1.13
C 1.446 -0.497 -1.099 -1.59
C -0.093 1.309 -0.142 -0.80
C -1.413 1.480 -0.336 -0.22
S -2.525 0.089 -0.115 0.50
O -2.610 -0.010 1.368 -0.58
O -1.542 -0.959 -0.670 -0.58
H 0.002 -0.358 2.112 0.31
H 1.717 -1.005 1.421 0.36
H 0.024 -1.865 1.146 0.29
H 1.311 0.064 -1.971 0.44
H 1.349 -1.503 -1.306 0.40
H 2.405 -0.290 -0.772 0.49
H 0.721 2.008 -0.365 0.37
H -1.871 2.432 -0.509 0.44
```

The calculation puts the HOMO-LUMO gap (spin up / spin down) at 7.2 / 7.2 eV. As for the structure (SMILES): CC(C)=CC=S(=O)=O.

***

Which structure loses on stability? (y) does.